Entry from the Open Molecules 2025 dataset: a single C23H39NO4 molecule (ωB97M-V with the def2-TZVPD basis set).

Last column: Löwdin charge in e.
Atoms and positions in Å:
H  3.76936  2.70096  -1.70080  0.09
H  -4.93510  3.33665  0.20848  0.10
H  -2.06792  -0.39758  -1.09378  0.06
O  -0.05548  0.03469  2.55509  -0.09
H  -2.01745  -2.13596  0.50173  0.09
O  -0.10752  3.37438  -0.70960  -0.07
H  -2.98777  0.03340  -2.52839  0.07
H  -1.43427  4.84205  -1.34290  0.09
H  -1.23836  3.44396  -2.44439  0.10
H  3.73058  2.17267  1.95088  0.09
H  3.63824  0.21018  -1.85556  0.12
C  -2.74987  -2.09270  -2.26189  -0.26
H  -0.24209  -3.90351  -1.23312  0.12
H  -2.73402  -4.15170  -1.66947  0.11
C  -2.85481  -3.17719  -1.18853  -0.22
N  1.26257  1.62173  0.86487  0.16
H  2.30138  -3.65818  -0.61167  0.11
H  1.89714  -0.92094  0.64582  0.10
H  5.05965  1.13906  1.44723  0.09
H  1.67512  1.44565  1.76773  0.13
O  -4.28121  1.49710  0.91539  -0.08
H  -1.28919  -0.16806  4.20986  0.10
C  4.06141  2.63785  -0.65582  -0.03
H  -3.85865  -3.14664  -0.75597  0.11
H  1.82052  -1.30066  -1.07039  0.11
C  -0.85199  2.50707  0.01735  -0.20
H  0.33459  -2.49559  1.40395  0.09
C  -1.83660  -3.05843  -0.05370  -0.22
C  -2.24501  2.46795  0.00181  0.04
C  -0.84143  0.80360  1.73814  -0.20
H  -3.81972  -0.61172  -1.10868  0.08
C  4.08065  0.14955  -0.85922  -0.15
H  0.47634  -4.22116  1.06761  0.11
C  -5.06168  2.26349  0.03147  -0.09
H  4.31426  -1.36647  0.67215  0.11
H  5.16142  0.27734  -0.96268  0.12
H  5.14706  2.67448  -0.58977  0.09
C  -0.69245  -0.77047  3.51823  -0.08
C  2.00674  1.39946  -0.25272  -0.46
C  2.04879  -3.00824  0.22909  -0.20
C  -2.22408  0.79116  1.73871  0.04
C  3.81021  -1.24523  -0.28940  -0.19
H  -1.99583  -3.89443  0.63418  0.11
C  0.58929  -3.22444  0.63200  -0.21
H  -1.78826  -2.17018  -2.77111  0.10
C  2.32334  -1.55082  -0.13622  -0.21
H  -1.33075  -1.52756  3.05270  0.09
C  -0.14538  1.64780  0.86306  -0.09
C  -0.72645  4.10399  -1.73826  -0.07
C  -2.92373  1.60943  0.85312  -0.28
H  3.64936  3.49898  -0.13329  0.09
H  3.53710  0.40892  1.93822  0.08
H  -6.09498  1.98711  0.23609  0.09
C  -0.38690  -3.07630  -0.53379  -0.21
H  -0.17744  -2.14706  -1.06173  0.10
H  4.25022  -1.97402  -0.97579  0.12
O  1.52198  1.31226  -1.35980  0.09
H  -2.79653  0.15388  2.39024  0.12
H  0.08004  4.62221  -2.25436  0.10
C  -2.91609  -0.68160  -1.71105  -0.10
H  -4.82613  2.03519  -1.01281  0.09
H  0.10912  -1.26412  4.06624  0.10
H  2.69036  -3.28986  1.06896  0.11
H  -2.78757  3.11634  -0.66338  0.10
C  3.97729  1.25621  1.41730  -0.04
H  -3.52892  -2.27945  -3.00626  0.10
C  3.52752  1.33353  -0.04144  -0.46

lowest unoccupied orbital energy	0.747	eV
energy above the lowest of the compared OMol25 structures with the same formula, charge and spin	0.000	eV
SMILES	CCCCCCCCCCC(C)(C)C(=O)Nc1c(OC)cc(OC)cc1OC
highest occupied orbital energy	-7.833	eV
net charge	0